{
  "formula": "C45H46BiBrN5O7PS2Sb",
  "method": "wB97M-V/def2-TZVPD",
  "total_charge": -1,
  "e_tot_ev": -182579.4137,
  "homo_lumo_gap_ev": 7.54,
  "relative_energy_kcal_mol": 21.99,
  "lumo_ev": 2.20,
  "e_homo_ev": -5.3,
  "species": ["H", "S", "H", "C", "H", "H", "N", "C", "C", "C", "C", "C", "H", "C", "H", "H", "H", "H", "N", "C", "C", "H", "C", "C", "C", "C", "Bi", "O", "C", "H", "P", "S", "C", "H", "H", "C", "C", "O", "H", "C", "H", "C", "H", "C", "N", "C", "H", "C", "N", "O", "H", "H", "C", "C", "C", "H", "C", "H", "H", "Sb", "H", "C", "C", "C", "H", "C", "H", "C", "H", "C", "H", "O", "H", "H", "O", "H", "H", "H", "H", "H", "C", "H", "C", "C", "H", "H", "C", "H", "Br", "C", "H", "C", "H", "H", "O", "N", "H", "H", "H", "C", "C", "C", "H", "O", "C", "H", "C", "C", "C"],
  "coordinates": [[-0.53, -3.29, 4.31], [-0.71, -1.14, -1.45], [-1.65, -3.64, -2.60], [-4.45, 0.89, 0.41], [-4.29, 2.63, -0.84], [1.03, 2.82, -3.36], [3.93, 1.03, 0.26], [-2.97, -5.08, 0.14], [-2.22, -3.64, -3.53], [-0.36, -5.64, 0.80], [-1.10, 0.97, 5.77], [-1.50, 3.36, 4.53], [-1.20, 3.53, -3.56], [1.58, -3.06, 4.66], [-4.09, -0.76, -2.99], [-1.42, 5.51, 4.34], [-0.93, 3.63, 0.25], [8.02, -0.36, -1.82], [-1.76, 2.23, 3.86], [0.16, -3.19, 1.12], [-3.78, 1.95, -0.17], [0.68, -5.83, 1.04], [-2.12, 3.21, -4.05], [-1.04, 3.36, 5.83], [-2.12, -4.04, 0.46], [-1.64, 3.25, -0.48], [0.59, 0.13, 0.48], [-1.67, -1.35, -4.16], [2.24, 4.50, -2.77], [-2.29, 4.06, -0.81], [-0.82, -0.29, -3.31], [0.81, 0.11, -4.25], [-3.75, -1.77, -2.79], [-3.23, -7.19, -0.12], [-4.20, 1.39, -4.31], [2.96, 5.11, -1.75], [-1.74, 4.63, 3.77], [1.34, -3.45, 1.34], [4.24, -0.06, 4.82], [4.69, -0.70, -1.19], [-0.93, 0.01, 6.23], [0.32, -2.63, 4.26], [-3.04, -4.35, -3.44], [6.74, -1.87, -2.68], [3.01, 1.46, 1.20], [7.02, -0.77, -1.87], [3.63, -2.48, 4.86], [-0.84, 2.14, 6.47], [1.21, -0.49, 3.66], [-0.39, -2.04, 1.13], [-2.96, 3.44, -3.39], [-1.07, 2.88, -1.32], [3.63, -0.05, -0.36], [2.37, 3.28, -0.30], [3.02, 4.49, -0.51], [2.21, 4.96, -3.75], [-3.38, 1.28, -5.02], [-1.25, 1.56, -5.09], [-4.29, -0.73, 1.82], [-1.85, -0.79, 3.36], [6.17, 0.65, -0.50], [-2.43, 0.32, 1.56], [5.99, -0.21, -1.14], [-0.80, -4.33, 0.80], [3.49, 6.05, -1.92], [-2.55, -6.40, 0.14], [2.58, -1.90, -1.57], [-2.08, 1.74, -4.40], [1.79, 2.91, 1.82], [-1.55, 1.06, 4.46], [-1.56, -3.97, -4.34], [-1.81, 0.98, -3.19], [-3.30, -2.31, -4.80], [-5.49, 0.71, 0.19], [2.46, -0.64, -0.39], [3.59, 4.93, 0.30], [-3.60, 1.89, -5.90], [-4.62, -2.43, -2.79], [-3.32, 0.24, -5.34], [5.23, -3.24, -3.36], [5.47, -2.38, -2.74], [-2.80, 4.74, 3.54], [2.64, -2.18, 4.56], [3.56, 0.07, 3.97], [3.18, 1.09, 3.95], [4.13, -0.09, 3.06], [-1.23, -6.67, 0.47], [-2.24, 3.80, -4.96], [-4.77, -4.68, -0.33], [2.42, -0.90, 4.06], [-3.32, -1.78, -1.79], [0.19, -1.34, 3.76], [-1.21, 4.61, 2.82], [-0.88, -7.70, 0.47], [0.86, 1.60, -1.12], [-1.77, 1.29, 0.92], [7.53, -2.33, -3.27], [-0.48, 2.10, 7.49], [-0.83, 4.29, 6.34], [2.41, 2.56, 0.99], [1.57, 3.32, -2.57], [-2.77, -2.26, -3.84], [1.72, -4.07, 5.03], [3.22, -2.38, -2.14], [1.59, 2.69, -1.31], [-2.45, -3.01, 0.43], [-3.77, 0.08, 1.31], [4.42, -1.81, -2.00], [-2.43, 2.13, 0.11]]
}



{
  "formula": "C45H47As2CaN7O4PS",
  "method": "wB97M-V/def2-TZVPD",
  "total_charge": 1,
  "e_tot_ev": -226286.6041,
  "homo_lumo_gap_ev": 8.52,
  "relative_energy_kcal_mol": 9.55,
  "lumo_ev": -2.06,
  "e_homo_ev": -10.6,
  "species": ["H", "C", "C", "C", "H", "C", "C", "C", "C", "C", "C", "H", "H", "H", "H", "S", "C", "H", "O", "C", "P", "C", "C", "C", "H", "C", "As", "H", "C", "N", "H", "H", "Ca", "C", "H", "O", "H", "H", "H", "H", "C", "C", "C", "H", "C", "N", "H", "C", "N", "C", "H", "C", "H", "H", "O", "H", "C", "C", "H", "H", "H", "H", "H", "H", "C", "N", "C", "C", "H", "N", "C", "C", "H", "H", "C", "H", "H", "H", "C", "C", "H", "H", "H", "H", "O", "C", "C", "H", "C", "C", "C", "C", "H", "H", "C", "N", "As", "H", "C", "H", "N", "H", "H", "H", "C", "C", "C", "H"],
  "coordinates": [[2.34, -0.41, 3.90], [1.32, -3.92, -3.77], [5.13, -2.23, 1.67], [5.30, -0.92, 2.09], [5.94, -2.94, 1.78], [0.94, 0.47, 5.27], [1.74, -2.24, -2.13], [-3.33, -1.87, -2.66], [-0.22, -2.63, 2.75], [-0.11, 1.36, 5.43], [1.03, 0.98, 2.91], [2.65, 2.81, 2.94], [1.66, -4.51, -4.61], [-3.39, 1.87, 2.64], [3.79, -3.66, 0.79], [-1.75, 2.25, -1.67], [-0.76, -4.95, 1.00], [-0.44, 2.38, 2.22], [-1.39, 2.08, -0.24], [-2.20, 0.09, -2.93], [1.63, 0.73, 1.20], [-0.24, 4.52, -1.43], [-0.60, 2.05, 4.33], [3.42, 4.39, 1.73], [-0.30, -1.57, 2.96], [0.31, 4.61, -4.16], [-1.31, -3.09, 1.18], [-0.54, 1.51, 6.41], [3.21, 4.10, -0.63], [-2.84, 0.41, -4.05], [1.33, -0.08, 6.12], [1.95, -2.03, 0.55], [-0.85, -0.25, -0.33], [-0.72, 3.53, -2.28], [2.39, -1.52, -1.66], [1.69, 0.44, -3.02], [4.94, -1.35, -4.15], [-0.87, 2.82, -4.29], [0.53, 4.65, -5.22], [-4.81, -0.89, -0.33], [-3.77, -0.43, -4.46], [-4.93, -2.19, 3.14], [2.89, -1.72, 0.98], [2.06, 2.80, -2.56], [4.27, 0.00, 1.95], [2.08, 0.90, -1.76], [-4.63, 0.87, -0.11], [-4.09, -1.61, -3.78], [-1.24, 0.94, -2.39], [2.62, 2.85, -0.45], [1.19, 1.15, -3.47], [-0.46, 3.59, -3.64], [4.41, 1.02, 2.27], [-2.90, -5.37, 2.43], [4.14, -3.72, -4.29], [-0.63, -5.42, 1.97], [-4.77, -0.09, 0.40], [-5.36, -3.41, 3.63], [3.43, -0.74, -3.53], [-4.74, 0.88, 3.23], [0.91, 6.32, -1.29], [3.34, 4.47, -1.64], [3.72, 4.98, 2.59], [-0.57, -3.19, 3.62], [-0.04, 1.85, 3.08], [0.53, -2.39, -1.57], [2.82, 3.16, 1.92], [3.92, -2.64, 1.12], [-3.10, 0.65, 3.89], [-2.38, -1.05, -2.23], [-3.77, -2.10, 2.37], [-3.68, 0.88, 3.00], [0.82, -2.88, 2.55], [-3.49, -2.78, -2.07], [-3.02, -3.25, 2.12], [-6.27, -3.46, 4.22], [-1.42, 2.75, 4.45], [-0.64, -4.80, -3.61], [3.63, 4.86, 0.44], [3.05, -0.40, 1.39], [4.10, 5.82, 0.28], [0.19, -4.95, 0.46], [-1.25, -3.40, -1.67], [6.24, -0.60, 2.51], [-3.13, 2.56, -1.90], [-0.28, -3.29, -2.14], [2.21, 2.16, -1.68], [-5.70, -0.07, 0.97], [0.52, 5.55, -1.95], [2.42, 2.35, 0.85], [0.06, -4.07, -3.22], [2.17, -2.97, -3.23], [-4.30, -0.16, -5.37], [-4.97, -5.51, 3.73], [0.82, 5.60, -3.31], [4.02, -1.52, -3.77], [-3.25, -0.39, 1.59], [1.74, 7.42, -3.25], [-4.63, -4.55, 3.36], [-4.86, -2.28, -4.12], [1.65, 6.59, -3.81], [-5.52, -1.30, 3.34], [-1.49, -5.51, 0.41], [-0.45, 4.47, -0.37], [-3.46, -4.47, 2.62], [1.52, 0.28, 4.02], [3.54, -2.79, -3.81], [1.60, 6.76, -4.80]]
}



{
  "formula": "C45H47BMnN8O2S",
  "method": "wB97M-V/def2-TZVPD",
  "total_charge": 2,
  "e_tot_ev": -106261.8209,
  "s_squared": 4.03,
  "homo_lumo_gap_ev": [6.92, 4.58],
  "relative_energy_kcal_mol": 45.66,
  "lumo_ev": [-6.08, -8.40],
  "e_homo_ev": [-13.0, -13.0],
  "multiplicity": 4,
  "species": ["N", "H", "C", "H", "H", "C", "H", "C", "H", "H", "C", "C", "H", "H", "H", "H", "C", "H", "H", "C", "H", "C", "O", "H", "H", "C", "C", "H", "H", "H", "H", "C", "H", "H", "H", "C", "H", "H", "C", "N", "C", "H", "N", "H", "C", "C", "C", "H", "B", "C", "H", "H", "H", "C", "C", "H", "S", "C", "C", "H", "N", "C", "H", "Mn", "C", "C", "H", "O", "C", "N", "C", "C", "H", "C", "C", "H", "H", "H", "C", "C", "H", "H", "C", "C", "C", "H", "N", "C", "C", "H", "C", "C", "C", "C", "H", "H", "H", "N", "C", "H", "C", "N", "H", "C", "C"],
  "coordinates": [[-0.34, 2.83, -1.48], [-3.84, 0.89, -1.41], [-2.27, -4.59, -0.43], [-2.18, -5.00, 0.57], [-4.99, -1.88, 0.61], [-5.17, 0.31, -2.98], [0.57, 4.75, 2.02], [4.83, 0.14, 4.16], [7.40, -0.61, 7.74], [0.04, 5.65, -1.27], [-1.95, 2.18, -2.78], [0.67, -0.47, 0.77], [3.55, 3.84, -0.50], [-3.21, -0.24, 0.18], [-1.70, 2.52, 3.81], [7.85, 1.03, 7.30], [3.77, 2.86, -0.06], [1.19, 5.02, -2.46], [3.50, 2.90, 0.99], [-3.57, -0.39, 1.19], [-1.59, -5.14, -1.08], [0.63, 3.85, 2.63], [4.69, 0.62, 7.24], [0.44, -1.67, -2.35], [-6.34, -0.06, -4.73], [-1.37, 2.25, 2.83], [2.61, -4.15, -3.11], [-0.56, -3.32, 1.21], [4.71, -1.62, -2.36], [2.62, -5.19, -3.42], [-1.27, -1.72, 0.99], [3.96, -0.61, 2.05], [-1.54, -2.16, -4.57], [4.62, 0.51, -1.57], [1.15, 3.70, -0.06], [3.04, 1.77, -0.75], [-3.97, -3.82, -2.59], [4.11, -1.03, 1.06], [3.58, 0.68, -1.39], [-2.22, -2.63, -2.66], [-0.60, 3.88, -2.29], [6.03, -0.66, 2.58], [-1.93, -3.18, -0.37], [-4.83, -0.97, 4.78], [1.57, -0.44, 1.59], [-1.87, -2.31, -1.40], [1.37, -2.19, -2.51], [-3.23, -3.61, -4.17], [0.62, 2.69, -0.32], [3.79, -3.46, -2.92], [-2.10, 4.09, -3.88], [-3.07, 0.69, 4.36], [1.48, 0.57, 4.05], [-0.31, 2.81, 2.14], [-3.01, 0.34, 2.24], [-5.79, -2.26, 2.92], [6.29, 0.33, 5.12], [2.48, 0.29, 3.74], [-5.41, 0.34, -4.34], [-1.38, -0.84, -3.40], [1.69, 1.64, -0.77], [-4.57, -1.32, 1.43], [-2.60, 1.91, -5.36], [-0.35, 0.43, -0.57], [2.51, -0.14, -1.78], [-1.93, 1.28, 1.99], [4.73, -3.96, -3.07], [-1.46, -1.11, -1.20], [-3.49, 0.13, 3.53], [-1.15, 1.79, -1.78], [-4.01, 0.85, -2.47], [-1.62, 3.50, -3.13], [-2.24, -3.02, 1.69], [2.66, -0.28, 2.47], [-3.32, 1.46, -4.70], [0.38, 4.11, 3.65], [-4.68, 0.92, -6.26], [0.47, -4.05, -3.07], [-4.48, -0.80, 3.77], [-1.48, -2.79, 0.95], [1.66, 3.49, 2.59], [-5.90, -0.11, -2.31], [2.56, -1.49, -2.30], [3.55, 0.51, 4.57], [7.05, 0.43, 7.73], [-2.97, -1.24, -4.05], [-1.24, 1.30, 0.84], [1.39, -3.51, -2.91], [-3.08, 1.44, -3.33], [-0.27, 5.84, -3.00], [-3.02, -3.76, -3.11], [5.03, -0.41, 2.88], [0.13, 5.17, -2.25], [-4.48, 0.90, -5.20], [4.84, 2.68, -0.14], [3.39, 0.95, 5.54], [-2.49, -4.71, -3.02], [-0.25, 2.22, 0.93], [5.82, 0.50, 6.91], [6.84, 0.74, 8.75], [3.77, -2.14, -2.51], [1.37, 0.49, -1.42], [-3.30, -4.75, -0.75], [-2.01, -1.66, -3.73], [-5.02, -1.53, 2.73]]
}



{
  "formula": "C45H47Br2N8OS8SbW",
  "method": "wB97M-V/def2-TZVPD",
  "total_charge": 1,
  "e_tot_ev": -296514.7141,
  "s_squared": 3.81,
  "homo_lumo_gap_ev": [6.08, 5.59],
  "relative_energy_kcal_mol": 0.00,
  "lumo_ev": [-3.07, -4.10],
  "e_homo_ev": [-9.2, -9.7],
  "multiplicity": 4,
  "species": ["C", "H", "C", "H", "H", "C", "H", "Sb", "H", "H", "C", "H", "C", "S", "C", "C", "C", "C", "C", "S", "C", "C", "H", "N", "H", "C", "H", "H", "H", "C", "H", "C", "C", "C", "H", "H", "H", "H", "H", "C", "H", "C", "C", "N", "C", "S", "H", "C", "C", "H", "C", "O", "Br", "H", "H", "N", "C", "N", "H", "H", "H", "C", "H", "C", "H", "S", "H", "W", "C", "H", "C", "C", "C", "C", "C", "H", "C", "H", "H", "H", "H", "C", "H", "H", "H", "H", "N", "N", "C", "S", "S", "H", "S", "C", "C", "C", "C", "C", "N", "C", "C", "C", "H", "N", "H", "Br", "H", "H", "H", "H", "S", "H", "C"],
  "coordinates": [[-2.00, 3.20, -2.94], [-5.11, 4.82, 1.15], [4.52, -4.47, 1.83], [4.98, 0.65, 4.26], [3.82, 4.31, 1.96], [-2.69, 0.58, 3.67], [1.39, 1.99, -5.90], [-1.64, -4.12, 2.09], [-6.65, 0.32, -2.95], [-0.51, 3.26, 2.14], [3.79, 3.33, 1.49], [5.55, -5.39, -0.39], [4.93, 2.53, 1.47], [-1.35, 2.23, -0.44], [4.62, -4.83, -0.51], [2.60, 1.62, 0.34], [-4.31, -2.14, -1.08], [-2.28, 0.26, 2.39], [-3.23, 0.21, 1.38], [0.29, -2.21, 2.35], [-5.46, -2.60, -1.70], [2.27, -5.02, -0.60], [-3.64, -2.81, -0.55], [1.04, -0.53, -0.17], [-5.70, -3.66, -1.66], [-1.51, 3.62, 1.93], [2.26, -4.58, -1.58], [-3.97, 5.56, 3.21], [-1.55, -4.43, -4.74], [-1.03, 5.22, -3.81], [-4.60, 1.17, -1.85], [-4.11, 4.49, 1.37], [2.59, -0.21, 3.69], [-0.34, 4.42, -1.65], [0.26, 4.52, -0.75], [5.84, 2.89, 1.93], [3.23, -2.30, 1.15], [-7.20, -2.09, -2.84], [4.46, -3.71, 2.62], [-4.86, 0.12, -1.80], [3.67, -0.18, -0.13], [-1.21, 3.35, -1.82], [-4.96, 0.79, 2.89], [3.38, -5.38, 1.95], [-2.18, 3.22, 0.78], [-3.64, -3.15, 2.28], [4.62, -4.36, -1.49], [-3.46, 4.90, 2.53], [-4.57, 0.46, 1.60], [-0.33, -0.08, -2.58], [-2.17, 4.47, 2.81], [2.93, 1.01, 4.12], [1.12, -2.57, -2.33], [-5.30, 0.38, 0.81], [4.35, 2.23, 4.84], [-2.24, 1.09, -1.04], [-1.90, 4.15, -3.95], [4.55, -3.80, 0.53], [4.42, -6.94, 1.04], [-3.95, 3.32, -0.43], [5.78, 0.65, 0.88], [1.33, 1.81, -4.84], [2.65, -7.08, 0.97], [3.50, -6.38, 0.90], [-4.35, 1.09, 4.92], [1.06, -0.04, 2.87], [-2.67, 2.35, -3.04], [0.09, -2.36, 0.03], [2.61, 2.88, 0.92], [1.71, 3.48, 0.95], [4.18, 1.16, 4.80], [2.15, 2.26, -2.62], [0.37, 0.65, -2.97], [2.16, -4.62, 1.76], [-0.25, 5.36, -2.66], [-1.25, 0.03, 2.17], [3.32, -3.05, 0.36], [2.09, -3.87, 2.55], [1.41, -5.68, -0.49], [3.32, -2.56, -0.62], [2.90, 3.21, -4.38], [-4.03, -0.78, -1.14], [-6.01, 0.98, 3.10], [-1.96, 0.61, 4.47], [-1.68, 4.79, 3.71], [-0.24, 0.35, -4.99], [-1.60, -1.33, -0.10], [3.50, -5.76, -0.42], [3.72, 0.81, 0.31], [-1.09, -4.36, -0.31], [-2.61, -0.27, -0.21], [0.42, 6.20, -2.56], [1.14, 0.90, -0.41], [-4.03, 0.85, 3.92], [0.42, 0.89, -4.33], [-6.30, -1.72, -2.36], [-1.40, -3.37, -4.80], [-3.46, 3.64, 0.48], [2.11, -3.92, 0.43], [-6.00, -0.36, -2.42], [4.89, 1.27, 0.89], [1.23, 1.34, -2.13], [-0.95, 5.96, -4.60], [0.00, 1.91, 0.24], [5.44, -5.04, 1.96], [-2.25, -2.34, -3.51], [-2.50, 4.05, -4.84], [4.11, 0.74, 5.81], [1.30, -5.29, 1.81], [2.82, 2.79, -1.95], [3.45, -1.58, 3.91], [-0.60, -2.91, -5.35], [2.19, 2.50, -3.98]]
}